# 1
Density functional theory data (ωB97M-V/def2-TZVPD) for 15 unconnected molecules or ions with the total composition C38H111N5O24.

HOMO level (eV): -8.06
F_max (eV/A): 4.007
Lowest unoccupied orbital energy (eV): 0.2
Frontier orbital gap (Ha): 0.305

Geometry as XYZ:
```
178
Properties=species:S:1:pos:R:3:forces:R:3
C -2.3997 4.7637 4.6127 -1.6139 -1.2889 1.6236
O -3.2249 5.7065 5.3088 0.7469 0.0607 0.6531
C -2.7981 6.0057 6.6768 -0.7020 1.7645 -1.1805
C -3.7553 7.1521 7.1703 1.0520 -1.2993 -2.0212
N -5.1212 6.7390 6.9733 -1.5993 1.1653 2.3881
C -6.0333 7.8510 7.3663 0.2111 -1.0319 1.3845
C -7.4267 7.5684 6.9042 -0.7380 0.6401 -1.5739
O -7.3145 7.4755 5.4842 -0.8327 -1.7949 -1.3012
C -8.4332 6.8066 4.8124 0.1348 1.9191 0.4248
H -2.9174 4.4172 3.7183 0.4710 1.1964 -0.8123
H -2.5737 3.8135 5.1178 0.7331 -0.3732 0.7390
H -1.3290 4.9681 4.6203 -0.1226 0.3403 -0.5137
H -1.7891 6.4145 6.6226 0.2478 0.0030 0.0574
H -2.7810 5.1852 7.3943 -0.3996 -0.4789 -0.3899
H -3.6311 8.0485 6.5627 0.7403 0.2405 -0.2926
H -3.4092 7.4428 8.1622 -0.7927 -0.3395 0.4572
H -5.4016 6.4412 6.0498 0.7893 0.1756 -0.2191
H -5.6325 8.8495 7.1914 -0.1243 0.2385 -1.3325
H -6.1342 7.9817 8.4437 0.2790 -0.8310 0.6096
H -8.1548 8.3518 7.1146 0.2144 0.6091 0.3057
H -7.9292 6.6943 7.3184 0.6842 -0.5654 0.1429
H -8.8099 5.8953 5.2768 0.3504 0.0010 0.2873
H -8.2692 6.6430 3.7473 0.8862 -0.1987 0.1978
H -9.2109 7.5697 4.7824 -0.6168 -0.2032 0.2929
C -1.7929 -0.6987 -5.7252 0.5864 0.5111 0.5747
O -2.1023 -0.1826 -4.4137 0.7763 -0.3160 -1.1714
C -3.4683 -0.0053 -4.3198 -1.8621 0.8246 1.3798
C -3.9655 1.0410 -3.1973 0.7927 -1.5135 -0.7698
N -3.7495 0.6587 -1.7446 0.5364 0.0980 -2.4245
C -4.4791 -0.4953 -1.2366 -1.0109 1.7604 0.7225
C -5.9683 -0.2046 -1.1306 0.1274 -2.0381 0.1813
O -6.5172 -0.2699 -2.4138 -1.9423 1.5945 0.0936
C -7.8990 0.1550 -2.3051 0.3172 -0.8096 -1.1570
H -2.2242 -1.6926 -5.8444 0.4405 -0.2139 -0.0028
H -0.7133 -0.5924 -5.8314 0.1039 -0.8703 0.1607
H -2.1406 -0.0825 -6.5544 -0.6663 0.3818 0.2131
H -4.0038 -0.9509 -4.2350 0.1204 -0.5227 0.7995
H -3.8594 0.2641 -5.3009 -0.0936 1.0717 -0.0806
H -4.9979 1.1896 -3.5138 -0.2745 0.0072 0.4931
H -3.4604 1.9896 -3.3795 0.2404 -0.0431 0.1914
H -3.9001 1.5037 -1.2122 -0.1700 -0.1679 0.2510
H -4.2067 -0.6210 -0.1887 0.6526 -0.4673 -0.0444
H -4.3068 -1.3843 -1.8433 0.1284 0.0608 0.1482
H -6.2463 0.6541 -0.5195 0.4007 0.8292 -0.4501
H -6.4620 -1.0033 -0.5770 0.0958 -0.5414 0.4629
H -8.3292 0.0022 -3.2949 -0.0615 0.0855 0.0456
H -8.0594 1.1938 -2.0164 0.5177 0.1848 0.0585
H -8.4568 -0.4669 -1.6050 0.1148 -0.2057 0.1842
C -1.2797 3.7956 0.7577 0.3726 -1.6441 -0.7442
O -0.6378 2.6020 0.1198 0.6816 3.9418 0.2362
C -1.0841 1.3715 0.4875 -2.3218 -0.4583 1.4683
C -0.7516 0.3591 -0.5242 1.4047 -0.0426 -0.3231
N 0.6903 -0.0553 -0.4401 -1.2727 0.6164 1.3425
C 0.9443 -1.1544 -1.3242 -0.1479 0.5918 0.1000
C 2.3456 -1.7354 -1.1834 -1.3584 0.1330 0.0447
O 2.2070 -3.1650 -1.1394 -0.4049 1.1219 0.7562
C 3.4569 -3.7729 -1.0428 0.8531 -0.0660 -1.2060
H -2.3529 3.6719 0.9024 -0.1810 -0.3779 -0.4025
H -1.1160 4.6150 0.0577 0.1161 -0.0579 0.2244
H -0.9116 4.0118 1.7606 0.4956 -0.1052 -0.1239
H -2.1695 1.4672 0.4567 -0.6751 -0.4562 0.1831
H -0.8600 1.0684 1.5103 0.5082 0.0794 0.1745
H -1.0633 0.8423 -1.4502 0.3964 -0.3519 -0.6216
H -1.4205 -0.4915 -0.3936 0.3341 -0.2714 0.0952
H 1.3084 0.7263 -0.6050 -0.1277 0.2860 -0.2829
H 0.8011 -0.7204 -2.3138 -0.2005 -0.9141 -0.6808
H 0.1724 -1.8700 -1.0408 0.1458 -0.4404 -0.5764
H 2.8056 -1.3777 -0.2622 0.0991 -0.0364 0.1873
H 2.8711 -1.3023 -2.0345 0.8004 -0.8151 -0.1933
H 3.3689 -4.8189 -0.7490 -0.1076 0.0794 -0.1906
H 4.2011 -3.2756 -0.4208 -0.4539 0.2316 0.6480
H 3.8637 -3.6425 -2.0456 0.6075 -0.7767 -0.2430
C -4.1101 -6.3402 -1.1915 0.3515 -0.1218 -0.6089
O -2.7218 -6.4195 -1.1348 1.1371 -0.2128 -0.3304
C -1.9479 -5.2452 -1.2160 1.6295 0.0573 0.3567
C -0.9580 -5.2306 -2.4172 -1.2318 0.3169 -0.3398
N -1.7280 -5.4317 -3.6606 0.2673 1.2202 0.0735
C -0.8060 -5.8216 -4.7645 -0.3606 0.3476 0.5003
C 0.3530 -4.8340 -5.0601 1.0434 -1.2021 1.5432
O 1.5146 -5.6727 -5.2887 -0.6826 -0.1479 -1.1529
C 2.6636 -5.0704 -5.8719 -0.3823 -0.1944 1.1409
H -4.3637 -5.8697 -2.1414 -0.6540 0.3198 0.1127
H -4.4862 -5.8159 -0.3130 -0.4529 -0.0066 -0.1021
H -4.4045 -7.3885 -1.2428 -0.5299 0.1732 0.2844
H -1.4020 -5.2258 -0.2727 0.5041 0.1157 -0.0460
H -2.4392 -4.2722 -1.2092 -0.9515 -0.2525 -0.3379
H -0.1900 -6.0035 -2.4499 0.4003 -0.0950 0.9420
H -0.5141 -4.2354 -2.4406 0.2891 -0.1016 0.2355
H -2.2943 -6.2119 -3.3594 -0.3262 -0.4386 -0.8884
H -1.3238 -5.9065 -5.7200 -0.3893 -0.5393 0.2966
H -0.4102 -6.7672 -4.3941 0.6809 -0.2321 -0.8663
H 0.6289 -4.3116 -4.1441 -0.3859 0.6701 -0.0949
H 0.1416 -4.1366 -5.8707 0.0749 -0.0955 -0.1330
H 2.4335 -4.3806 -6.6839 -0.0130 -0.0514 -0.1066
H 3.3252 -5.8797 -6.1808 -0.1936 0.0199 -0.3111
H 3.1865 -4.5587 -5.0639 0.2352 0.5372 -0.1019
C 5.3066 2.4247 7.5613 -0.7129 -0.6391 -0.3238
O 4.4943 1.3789 6.9413 0.2016 2.0569 0.0980
C 3.6456 1.8480 5.8060 1.8766 0.1169 1.7034
C 4.5071 1.7071 4.5108 -2.2912 -0.4475 0.8521
N 3.8600 2.2898 3.3217 1.5980 -0.3006 0.8414
C 2.4046 2.2304 3.1567 2.4764 0.2765 -0.6862
C 2.0999 3.0772 1.9295 -2.6598 -0.0013 0.6102
O 2.4208 4.4645 2.1042 0.3155 -0.4702 0.2565
C 1.8480 5.3519 1.1545 0.0020 -0.8914 -0.8364
H 4.7960 3.3369 7.8701 -0.8891 0.0195 -0.4049
H 6.0942 2.7709 6.8921 0.3668 -0.3337 0.1094
H 5.6545 2.0568 8.5266 0.4761 -0.4617 -0.4025
H 3.4167 2.9089 5.9072 -0.1142 0.1935 0.3217
H 2.7557 1.2832 6.0839 -0.1939 -0.2028 -1.3645
H 4.6967 0.6347 4.4633 0.2790 -0.0723 -0.6128
H 5.4300 2.2354 4.7502 0.0278 -0.1039 -0.2930
H 4.3126 3.1782 3.1604 -0.7569 0.2359 -0.1811
H 1.8363 2.5271 4.0382 -0.1542 0.2327 0.0093
H 2.2443 1.1727 2.9474 -0.7987 0.0530 -0.1062
H 1.0156 2.9814 1.8733 -0.4586 0.3771 -0.0437
H 2.3313 2.5845 0.9851 1.2395 0.4307 -0.1754
H 2.1626 5.0430 0.1576 0.3417 0.2297 -0.2772
H 2.1327 6.3891 1.3309 0.2386 -0.2824 0.3133
H 0.7625 5.2942 1.0749 -0.1338 -0.0134 0.6145
O 4.7715 0.9338 -3.9813 -0.2263 -0.0810 -0.7142
H 4.9092 0.4237 -3.1831 0.2481 0.0216 0.5170
H 4.3464 1.7375 -3.6821 -0.0854 0.2110 0.0737
O 5.6593 0.2362 -1.4440 -0.4347 0.1447 0.0009
H 6.3323 -0.4015 -1.2060 0.7580 -0.5101 -0.0729
H 5.1645 0.3755 -0.6365 -0.1926 0.1932 0.2211
O -0.3630 1.8689 -4.0012 0.3376 0.4347 -0.2560
H -1.0879 2.3344 -4.4185 -0.2670 -0.0413 -0.1719
H -0.5711 0.9425 -4.1228 -0.3732 -0.3146 0.1665
O 0.8091 3.5880 -2.3547 0.5596 0.8194 0.3131
H 0.2760 3.3919 -1.5842 -0.1870 -0.2727 0.3591
H 0.3399 3.1784 -3.0816 0.0574 -0.4605 -0.1241
O 0.2960 -3.5042 1.3329 -0.4786 -0.0555 0.1639
H 0.7988 -4.0345 1.9511 0.0929 -0.0903 0.2472
H 0.8461 -3.4615 0.5507 0.3986 0.0877 -0.5807
O 0.5107 -0.7914 2.4439 -0.0158 0.2943 1.0025
H 0.0786 -1.6030 2.1778 0.0144 -0.4410 -0.1947
H 0.8205 -0.4047 1.6250 0.0824 0.0536 -0.7732
C -5.7915 3.8899 1.2405 0.2806 -1.3023 -0.1232
C -5.1837 5.2819 1.2484 -0.5329 0.3006 0.0471
O -4.5679 5.5032 -0.0139 0.5941 -0.7277 -0.2169
O -4.8813 2.8301 1.7588 -1.0799 1.4568 -0.4739
H -6.0762 3.6009 0.2288 0.2606 0.2350 -0.3378
H -6.7458 3.7831 1.7563 0.3721 0.2889 0.6637
H -4.5466 5.3471 2.1304 0.5548 0.0335 -0.1657
H -5.9059 6.0910 1.3574 -0.5798 -0.2971 0.2950
H -4.0911 6.3348 -0.0654 -0.0569 0.0809 0.3436
H -4.2647 2.6716 1.0403 0.1958 -0.1097 0.0017
C 4.0872 -9.7512 -1.7154 -1.0051 -0.2623 -0.2483
C 3.8524 -8.2405 -1.8257 -0.5751 -0.5650 0.3036
O 4.8865 -7.5845 -1.1043 -0.4798 0.3063 -0.0672
O 3.0338 -10.5466 -2.2548 -0.0288 0.0569 -1.3313
H 4.1005 -10.1694 -0.7089 1.0783 0.9780 0.5010
H 5.0034 -9.9361 -2.2762 -0.0571 -0.5227 0.2045
H 2.8708 -7.9791 -1.4305 -0.2007 -0.0211 0.4048
H 3.7654 -7.8768 -2.8496 0.6370 -0.2526 -0.1961
H 4.4781 -7.4729 -0.2427 0.5524 0.2016 0.3050
H 2.2234 -10.4005 -1.7614 0.0512 0.1212 0.1187
C 6.9407 -2.7443 -0.0816 0.7503 1.1270 -1.0251
C 7.9637 -3.3743 0.9318 -0.2417 0.8001 -2.0018
O 8.6968 -2.4826 1.7240 -0.6199 0.4809 1.1819
O 7.6087 -1.9591 -1.1551 -0.0492 -0.3524 1.2717
H 6.2610 -1.9731 0.2808 0.0579 -0.3034 1.1218
H 6.2827 -3.4744 -0.5529 0.4082 -0.4677 0.0869
H 8.7338 -3.8527 0.3268 -0.4511 -0.7918 -0.3430
H 7.4125 -4.0925 1.5389 0.2962 0.1376 0.2799
H 9.1771 -1.8343 1.2039 -0.1362 -0.1362 -0.3939
H 7.4635 -2.3581 -2.0161 -0.0287 -0.6012 -0.2060
C 6.0052 -2.6213 -4.3598 -1.0088 -0.8921 -1.9917
C 6.7275 -2.4106 -5.7078 -2.7088 1.2978 -1.1878
O 5.8717 -1.4794 -6.4668 0.5721 0.7383 1.3818
O 6.7825 -3.4540 -3.6071 2.1915 -0.7462 2.7539
H 5.0914 -3.2029 -4.4817 -0.6498 0.6149 -0.7073
H 5.7392 -1.7259 -3.7980 0.4853 0.1753 -0.2526
H 6.7152 -3.2971 -6.3418 0.5988 -0.5144 0.6396
H 7.7213 -2.0167 -5.4949 0.0274 0.1126 -0.4287
H 5.6227 -1.6244 -7.3825 0.7048 -0.8143 0.1242
H 7.0229 -4.2841 -4.0251 -0.2359 0.1381 -0.2557
```
Positions in Å, forces in eV/Å.


# 2
Density functional theory data (ωB97M-V/def2-TZVPD) for a molecular structure, C23H25GaN3O3SSe2Te.

HOMO level (eV): -4.51
Total charge: -1
F_max (eV/A): 0.685
Lowest unoccupied orbital energy (eV): 2.3
Frontier orbital gap (Ha): 0.250
Energy above the lowest of the compared OMol25 structures with the same formula, charge and spin (kJ/mol): 0.0

Geometry as XYZ:
```
59
Properties=species:S:1:pos:R:3:forces:R:3
Ga 0.4732 -0.1512 0.3459 -0.4536 0.3161 -0.4036
C 2.7154 3.7252 0.9219 0.1144 0.0493 -0.0434
C 2.3154 2.3369 0.5382 0.2520 0.0666 -0.0711
N 1.2327 1.7941 0.9296 -0.1160 -0.3972 0.0117
N 0.4178 2.4509 1.8140 -0.0494 -0.0745 -0.1075
C -0.2146 1.5361 2.5286 0.1830 -0.2717 -0.0125
O -0.0117 0.2814 2.4173 -0.1501 0.3810 0.2391
C -1.1977 2.0261 3.5375 0.0278 -0.0475 -0.0071
C -1.7523 1.1189 4.4334 -0.0395 0.0140 0.0281
C -2.6772 1.5484 5.3772 0.0160 0.0612 -0.0777
C -3.0555 2.8859 5.4220 0.0996 -0.0764 -0.0169
C -2.5071 3.7910 4.5197 -0.0196 -0.0416 -0.0042
C -1.5800 3.3632 3.5809 -0.0095 0.0812 0.0234
C 3.2537 1.4805 -0.2334 -0.0200 0.0714 0.1065
C 4.3619 1.9937 -0.8882 0.1091 0.1629 -0.1116
C 5.2206 1.1154 -1.5327 0.0108 -0.0270 -0.0246
C 4.9494 -0.2416 -1.5044 -0.0093 0.0252 0.0331
C 3.8189 -0.6676 -0.8166 0.0503 -0.0316 0.0309
N 3.0131 0.1716 -0.1883 0.0153 0.0147 0.1591
H 1.9445 4.1605 1.5471 -0.0233 0.0310 0.0193
H 3.6636 3.7135 1.4676 -0.0396 0.0078 -0.0537
H 2.8489 4.3437 0.0294 0.0039 -0.0322 0.0402
H -1.4500 0.0808 4.3652 -0.0361 0.0467 0.0032
H -3.1140 0.8374 6.0684 0.0291 0.0192 -0.0024
H -3.7707 3.2242 6.1620 -0.0290 -0.0135 -0.0255
H -2.8158 4.8301 4.5433 0.0394 -0.0273 0.0030
H -1.1460 4.0539 2.8679 -0.0350 -0.0556 0.0397
H 4.5449 3.0606 -0.9098 -0.0022 -0.0596 0.0125
H 6.0922 1.4922 -2.0552 -0.0290 -0.0100 0.0089
H 5.5951 -0.9586 -1.9942 -0.0374 0.0186 0.0037
H 3.5477 -1.7175 -0.7541 -0.0033 0.0318 0.0057
O -2.7921 -2.6163 -1.5927 0.1225 0.1589 -0.1992
C -1.6656 -1.9327 -2.1754 -0.2471 -0.0010 -0.0735
C -2.0005 -0.5046 -2.6189 -0.2266 -0.1713 -0.0675
C -2.9670 -0.5749 -3.8178 -0.1760 -0.1137 0.0260
O -4.2218 -1.1969 -3.5410 0.2466 0.2384 -0.2166
C -0.7566 0.2261 -3.1241 0.0643 -0.0543 0.1126
Se 0.9342 0.0661 -2.1322 0.0297 -0.1064 0.1900
C -2.6933 0.2880 -1.5170 0.1920 0.0995 0.1499
Se -2.0123 0.0992 0.3088 0.1410 -0.1684 0.2468
H -2.9463 -2.1768 -0.7395 0.0924 0.0003 0.0354
H -1.3472 -2.5178 -3.0412 -0.0455 -0.0863 0.0104
H -0.8415 -1.9203 -1.4744 0.1623 -0.0285 0.1457
H -2.4507 -1.0983 -4.6342 -0.0528 -0.0407 -0.0287
H -3.1900 0.4376 -4.1656 -0.0258 0.0132 0.0009
H -4.0401 -1.9494 -2.9616 0.0797 -0.0562 0.1510
H -0.9809 1.2885 -3.1946 -0.0665 0.0451 -0.0645
H -0.5016 -0.1254 -4.1246 0.0156 -0.0333 -0.0561
H -3.7294 -0.0213 -1.4457 -0.1825 -0.0141 -0.0196
H -2.6836 1.3471 -1.7658 -0.0121 0.0599 -0.1169
Te 1.1620 -2.3902 1.5354 0.0183 -0.0548 0.0588
C 1.0117 -3.9734 0.1586 -0.1068 -0.0619 -0.0961
C -0.1122 -4.4849 -0.4300 0.0356 -0.0842 -0.0799
C 0.1309 -5.6911 -1.1600 -0.0278 0.1672 0.0493
C 1.4354 -6.0829 -1.1076 0.0074 0.0337 -0.0132
S 2.3653 -4.9772 -0.1850 0.0476 0.0287 0.0003
H -1.0841 -4.0107 -0.3448 0.1027 -0.1294 -0.0108
H -0.6387 -6.2367 -1.6933 0.0571 0.0476 0.0411
H 1.8997 -6.9507 -1.5557 -0.0940 0.0787 0.0178
```
Positions in Å, forces in eV/Å.